1.
A molecular structure, C42H65Cl3GeKN9O4P3 at a distorted geometry. Source: the OMol25 dataset; level of theory: ωB97M-V/def2-TZVPD.

```
128
Properties=species:S:1:pos:R:3:forces:R:3
C -2.607121 3.430501 -0.936327 0.0 0.0 0.1
H -1.560399 1.265818 -2.662326 0.0 0.0 0.0
C 4.575649 -2.017705 -2.153544 0.0 0.0 0.0
C -4.146244 -2.832945 -0.203592 -0.1 0.1 0.0
Cl -7.516459 -0.978197 1.906337 0.0 0.0 0.0
N -2.724957 2.219457 3.945786 -0.1 -0.1 -0.1
H 3.210744 -1.718729 -4.674337 0.0 0.0 0.0
H 5.769476 3.811434 -1.406587 0.0 0.0 0.0
H 4.458664 -5.036754 -0.640457 0.0 0.0 0.0
H -3.184452 -5.408421 -0.038222 0.0 0.0 0.0
H 4.294458 0.901018 -4.186274 0.0 0.0 0.0
C -3.743924 2.606748 -1.546164 0.0 0.0 0.0
C 4.129185 -4.072287 -1.007255 -0.1 0.0 0.0
H 0.207875 -3.735265 -0.772910 -0.1 0.0 0.0
H 6.032192 -3.574368 -1.866140 0.0 0.0 0.0
C 5.130662 2.435074 -2.913031 0.0 0.0 -0.1
H -1.558937 -5.121658 -0.657290 0.0 0.0 0.0
H 5.243412 -1.349005 -2.684110 0.0 0.0 0.0
P -1.564341 -2.057095 -0.973468 0.1 0.0 0.0
H -3.844468 -1.636585 5.659275 0.0 0.1 0.0
C 5.013084 -3.256587 -1.691350 0.0 0.1 0.0
H -4.244442 -1.777998 0.065181 0.0 0.0 0.0
N -2.095579 -1.703868 3.900552 -0.1 0.0 0.3
N 2.732731 -0.376280 -2.369834 -0.2 0.1 0.2
H -4.744403 -3.409558 0.504082 0.0 0.0 0.0
N 2.683907 0.705162 -0.000154 0.3 0.0 0.0
C -6.534189 0.407642 1.435956 0.0 0.0 0.0
H -1.151972 -4.497320 -2.999239 0.0 0.0 0.0
H 1.860460 4.612464 -0.512167 0.0 0.0 0.0
H -2.944947 3.749661 0.056256 0.0 0.0 0.0
H -0.908355 5.054497 0.819009 0.0 0.0 0.0
O -1.455502 -2.000645 2.894984 0.3 -0.6 0.3
H -2.962425 -4.853994 -1.693616 0.0 0.0 0.0
N -3.339408 1.410446 4.919574 0.0 0.0 0.1
H 3.550516 2.332440 3.666666 0.0 0.0 0.0
C 3.336016 1.485520 4.322932 0.1 0.0 0.0
C 5.147439 2.953577 -1.630994 0.0 0.0 0.1
H 3.428008 1.848056 5.349612 0.0 0.0 0.0
C 1.793235 -2.426458 3.451358 0.0 -0.1 0.1
C 1.923230 0.957465 4.078443 0.0 -0.1 0.0
O -4.869530 -0.502992 2.905651 0.0 0.0 -0.1
C 4.011232 -1.476335 2.742206 0.1 0.0 0.1
C 1.535737 -1.015856 -5.849139 0.1 0.0 0.0
H -0.530593 2.683574 -2.887816 0.0 0.0 0.0
H -3.248867 5.240522 -1.918984 0.0 0.0 0.0
P 1.612883 0.148203 2.436169 0.0 0.0 0.0
H 4.108620 0.733735 4.160232 -0.1 0.1 0.0
H 1.056167 2.870176 3.526887 0.0 0.0 0.0
N 1.119284 -1.885738 -1.011438 0.1 -0.1 0.0
C 3.554196 1.306063 -0.891423 -0.1 0.0 0.0
H -3.410699 -1.379767 -3.054626 0.0 0.0 0.0
H 1.805466 -1.571646 -6.737124 0.0 0.0 0.0
C 2.507518 -1.472211 2.492835 0.0 -0.1 0.0
H 4.367573 2.852880 0.366344 0.0 0.0 0.0
H 2.456034 2.200522 1.498998 0.1 0.0 0.0
P -1.198358 2.279636 -0.539422 0.0 0.0 -0.2
N -3.871579 -0.633165 5.788853 0.0 -0.1 -0.1
C -0.688003 1.799858 -2.258980 -0.1 0.0 0.0
C 0.418116 -0.201350 -5.840537 -0.1 0.1 0.0
H 3.788111 1.080885 1.714251 0.0 -0.1 0.1
C 0.077801 -2.708726 -0.421989 0.0 0.0 0.0
C 2.749976 1.144498 1.376274 -0.1 0.1 0.0
C 2.820147 -3.668634 -0.757514 0.1 -0.1 0.0
C 2.321007 -1.100228 -4.700840 0.0 0.0 -0.1
C 4.361129 2.407346 -0.620266 0.1 0.1 0.0
C 1.032537 4.088440 -0.998153 0.0 0.0 -0.1
H -3.934750 1.697888 -0.973669 0.0 0.0 0.0
H -3.250004 2.160312 3.071070 -0.1 0.0 0.0
H 2.215314 -3.431063 3.359833 0.0 0.0 0.0
C 3.576058 0.768407 -2.184844 0.2 0.2 -0.2
H 5.735022 2.878647 -3.692948 0.0 0.0 0.0
C -1.461214 -2.338761 -2.805275 0.0 0.0 0.0
H 1.005006 2.528113 5.255640 0.0 0.0 0.0
Cl -6.486262 0.503075 -0.332528 0.0 0.0 0.0
H -1.951691 4.411796 -2.768227 0.0 0.0 0.0
H -0.898591 -1.457417 -3.133603 0.0 0.0 0.0
C -2.325847 4.672633 -1.775456 0.0 0.0 -0.1
C 0.803871 0.397684 -3.536748 0.0 0.0 0.1
C 2.374616 -2.431484 -1.219543 -0.2 0.0 0.1
H 1.926107 -2.119798 4.493202 0.0 0.0 0.0
Ge 1.106803 0.008375 -0.800764 -0.3 -0.2 0.3
H -1.600732 5.336165 -1.308018 0.0 0.0 0.0
H 4.401684 -2.487322 2.598931 0.0 0.0 0.0
C 0.042334 0.502306 -4.698161 0.0 0.0 -0.2
H -0.676109 -3.543321 -4.404323 0.0 0.0 0.0
H 0.449072 4.830541 -1.542566 0.0 0.0 0.0
H 1.469093 3.400958 -1.725750 0.0 0.0 0.0
H 0.342229 -3.548177 -2.973955 0.0 0.0 0.0
H -0.850868 1.111579 -4.722271 0.0 0.0 0.0
C -0.695304 -3.558666 -3.311432 0.0 0.0 0.0
C 1.966350 -0.383979 -3.580002 0.1 -0.2 -0.3
H 4.549085 -0.823764 2.053328 0.0 0.0 0.0
N -2.146965 -0.368656 4.140780 0.0 -0.3 0.3
C -2.850369 -2.237492 -3.435848 0.0 0.0 0.0
H -3.445124 -3.133713 -3.246837 0.0 0.0 0.0
C -2.585169 -4.752788 -0.674661 0.0 0.0 0.0
H -4.731254 -0.222263 6.111720 0.0 0.0 0.0
H 1.711521 0.168577 4.808869 0.0 0.0 0.0
H 4.251730 -1.177467 3.765863 0.0 -0.1 -0.1
H 2.350033 -1.845603 1.477643 0.0 -0.1 -0.1
H -0.838873 3.678899 1.930606 0.0 0.0 0.0
C 0.206612 3.341625 0.045627 0.0 0.0 0.0
H 2.164260 -4.306798 -0.179765 0.0 0.0 0.0
C 4.331516 1.328856 -3.191217 0.0 0.0 0.0
H -2.351326 -3.282243 0.854120 0.0 0.0 0.0
N 0.498895 0.969218 -2.315829 -0.1 0.2 -0.1
H 0.721332 -2.483115 3.258534 0.1 0.0 0.0
Cl -7.275082 1.897079 2.087687 0.0 0.0 0.0
H -0.120057 1.721423 4.146472 -0.1 -0.1 0.0
C -0.273116 4.244321 1.183292 0.0 0.0 0.0
O -2.635787 -2.558063 4.594732 0.0 0.1 0.1
C 0.899363 2.075478 4.265533 0.1 0.1 0.0
H -4.251878 1.696280 5.247633 0.0 0.0 0.0
H 0.107408 -2.732353 0.677455 0.0 0.0 0.0
C -2.692196 -3.308385 -0.190114 0.0 -0.1 0.0
C 3.272336 -1.630005 -1.933358 0.3 -0.1 0.0
H 0.865850 2.596568 0.501077 0.0 0.0 0.0
H -0.190493 -0.111358 -6.732086 0.0 0.0 0.0
H -3.525380 2.337206 -2.582497 0.0 0.0 0.0
H -4.668064 3.189116 -1.551811 0.0 0.0 0.0
C -3.118815 0.076576 4.941774 0.0 0.0 -0.1
O -4.275809 1.174388 1.541869 -0.6 0.4 0.1
C -5.072214 0.340499 2.025864 -0.1 -0.1 0.1
H -2.758830 -2.126331 -4.518631 0.0 0.0 0.0
K -2.225175 -0.126657 1.529684 0.6 0.5 -0.8
H -4.595908 -2.948210 -1.191706 0.0 0.0 0.0
H -2.739993 3.167030 4.297326 0.1 0.0 0.0
H 0.581446 4.698668 1.691271 0.0 0.0 0.0
```
Forces are in eV/Å.

Values from the calculation:
HOMO-LUMO gap (spin up / spin down) (eV): 6.53 / 7.13
E_HOMO (spin up / spin down) (eV): -6.44 / -7.67
2S+1: 2
LUMO (spin up / spin down) (eV): 0.1 / -0.5

Löwdin population analysis, charges in e, atoms 1 to 6: number 1, C, carries -0.5529; number 2, H, carries 0.0741; number 3, C, carries -0.0071; number 4, C, carries -0.1152; number 5, Cl, carries 0.5993; number 6, N, carries 0.0635

---

2.
A molecular structure, C5H11IO2S at a distorted geometry. Source: the OMol25 dataset; level of theory: ωB97M-V/def2-TZVPD.

```
20
Properties=species:S:1:pos:R:3:forces:R:3
H 2.004232 -0.262634 -1.259487 -0.5 -0.4 -1.0
C -0.684730 0.398826 0.238327 1.7 -1.0 -0.3
C 2.083651 -0.079292 -0.215665 1.0 1.0 1.0
H -1.589811 -0.048213 0.761836 1.2 0.5 -0.6
I -0.477750 2.478315 0.659597 -0.2 -0.1 0.1
H 2.273226 -0.435021 2.522842 -1.7 0.0 -1.3
C 0.933998 -0.656279 0.638741 -1.9 3.3 0.1
C -2.677044 0.810066 -1.671034 2.2 0.2 -0.3
H -3.115001 0.653040 -0.678349 -0.1 -0.2 -0.6
H 3.032684 -0.635372 0.108836 -1.2 1.1 -0.3
H 0.009534 -2.041849 -0.494555 1.0 1.0 1.3
H -2.984596 0.163090 -2.519536 -0.4 0.8 0.7
O -0.894274 -1.119975 -1.938665 0.4 -1.6 -0.4
H -2.535742 1.879729 -1.876952 -0.9 -0.3 -0.2
S -0.855677 0.316209 -1.627350 -1.4 0.9 2.2
C 1.162022 -0.325799 2.142496 4.0 -3.4 -1.8
O 0.446911 -1.878748 0.408379 -0.3 -2.0 -1.0
H 0.999968 0.656196 2.177873 -1.1 3.8 1.0
H 0.665366 -0.974635 2.784693 -1.6 -0.7 1.0
H 2.203035 1.102347 -0.162027 -0.2 -2.6 0.5
```
Forces are in eV/Å.

Values from the calculation:
HOMO-LUMO gap (eV): 9.26
E_HOMO (eV): -8.90
2S+1: 1
LUMO (eV): 0.4

Löwdin population analysis, charges in e, atoms 1 to 6: number 1, H, carries 0.0426; number 2, C, carries -0.8082; number 3, C, carries -0.0663; number 4, H, carries 0.0636; number 5, I, carries 0.8377; number 6, H, carries 0.1296

---

3.
A single C7H10 molecule at a distorted geometry. Source: the OMol25 dataset; level of theory: ωB97M-V/def2-TZVPD.

```
17
Properties=species:S:1:pos:R:3:forces:R:3
C 0.889039 -0.749837 2.295225 0.3 -1.8 -0.2
H -0.025927 -1.118725 2.748457 -0.4 1.2 0.2
H 2.011606 -0.688127 0.545297 0.2 0.3 0.3
H -2.598129 0.153157 -1.429834 0.2 -0.8 0.3
H -1.993757 1.579273 -0.844420 -0.4 0.3 0.5
H -0.019734 1.472918 -1.642923 -0.6 -0.3 -0.1
C -1.270833 -0.012173 0.365970 -0.1 -0.3 -1.1
H -1.602022 -0.684922 1.147335 0.1 0.2 0.3
H 2.172200 -0.626257 -1.420952 -0.3 -0.3 0.1
H 1.776168 -0.875569 2.904188 0.0 -0.4 -0.1
C 1.016938 -0.628495 0.971675 0.5 1.7 -0.2
H 1.641684 0.121630 -2.954075 0.1 1.0 0.1
C 0.037465 0.041975 0.068538 -0.9 -0.9 0.6
H -3.276658 0.678660 0.092868 0.0 0.4 0.0
C 0.473267 0.610744 -1.217117 0.9 0.0 0.2
C -2.347406 0.615955 -0.468688 0.1 0.4 -0.4
C 1.498746 0.087901 -1.880441 0.3 -0.9 -0.4
```
Forces are in eV/Å.

Values from the calculation:
SMILES: C=CC(C=C)=CC
HOMO-LUMO gap (eV): 8.89
E_HOMO (eV): -8.14
2S+1: 1
LUMO (eV): 0.8

Löwdin population analysis, charges in e, atoms 1 to 6: number 1, C, carries 0.0074; number 2, H, carries 0.0570; number 3, H, carries 0.0791; number 4, H, carries 0.0807; number 5, H, carries 0.0637; number 6, H, carries 0.0998

---

4.
A single C3H2O3S molecule at a distorted geometry. Source: the OMol25 dataset; level of theory: ωB97M-V/def2-TZVPD.

```
9
Properties=species:S:1:pos:R:3:forces:R:3
S -1.196465 -1.971487 0.684483 0.3 0.5 0.0
H 0.956481 -0.806853 -1.433920 0.0 0.0 0.0
H -0.656087 -0.087313 -1.822662 0.1 0.0 0.0
O -0.138660 0.546214 2.425879 0.1 0.2 -0.2
C -0.398346 -0.632535 0.335531 0.6 0.2 -2.7
O 0.584120 1.459023 0.528250 0.2 0.4 0.4
C 0.002294 0.483910 1.241579 -0.3 -0.5 0.6
O 0.682709 1.141813 -0.855172 0.3 0.7 -0.5
C 0.163955 -0.132774 -1.103969 -1.2 -1.6 2.3
```
Forces are in eV/Å.

Values from the calculation:
SMILES: O=C1OOCC1=S
HOMO-LUMO gap (eV): 7.96
E_HOMO (eV): -9.74
2S+1: 1
LUMO (eV): -1.8

Löwdin population analysis, charges in e, atoms 1 to 6: number 1, S, carries 0.8505; number 2, H, carries 0.1279; number 3, H, carries 0.1279; number 4, O, carries 0.1480; number 5, C, carries -0.6264; number 6, O, carries 0.0940

---

5.
2 unconnected molecules or ions with the total composition C7H18Br2P. Source: the OMol25 dataset; level of theory: ωB97M-V/def2-TZVPD.

```
28
Properties=species:S:1:pos:R:3:forces:R:3
C -1.653261 -0.316175 -0.011374 -0.1 0.0 0.0
H 0.819307 0.270067 -1.655749 0.0 0.0 -0.2
H 1.615681 1.050556 3.981351 0.0 0.0 0.0
H -1.357874 -1.604811 -2.462111 0.1 0.0 0.0
H -1.054823 1.969031 -1.195206 0.0 0.1 0.0
H -3.244454 0.399735 -1.171787 -0.1 0.1 0.0
H -0.195111 -1.523085 1.028901 0.1 0.0 0.1
H -0.783866 1.106561 -2.722183 0.1 0.0 0.0
H 2.743096 2.354424 3.560572 0.0 0.0 0.0
C -2.275543 -1.016080 -2.406983 -0.2 0.2 -0.1
Br 1.233276 1.860165 1.664689 0.0 -0.1 0.0
C -1.528110 1.360877 -1.966165 0.0 -0.1 0.1
C -2.214217 0.114377 -1.378902 0.0 0.0 0.0
H 3.942987 0.673277 2.018582 0.0 0.0 0.0
H -1.327556 0.564586 0.540989 0.0 0.1 0.1
H -0.838884 -2.307478 -0.401044 0.0 0.0 -0.1
H -2.262686 1.990839 -2.460816 0.0 0.0 -0.1
H 4.089351 0.345619 3.755033 0.0 0.0 0.0
P 0.972005 -0.863925 -0.871662 0.1 0.0 0.3
H -2.450154 -0.765374 0.579780 0.0 -0.1 0.0
Br 2.693952 -1.380702 2.665529 0.0 0.0 -0.1
C -0.520873 -1.348300 0.002334 -0.1 0.0 0.1
H 1.450399 -1.893990 -1.669961 0.0 0.0 -0.2
H -3.109830 -1.686512 -2.213229 0.1 -0.2 0.1
H 1.985198 -0.591495 0.036807 0.2 0.0 0.0
H -2.433232 -0.597378 -3.399000 0.0 0.0 -0.1
C 2.308954 1.414222 3.230590 0.0 0.0 0.0
C 3.396270 0.420969 2.921016 -0.1 0.0 0.0
```
Forces are in eV/Å.

Values from the calculation:
HOMO-LUMO gap (eV): 10.82
E_HOMO (eV): -13.62
2S+1: 1
LUMO (eV): -2.8
Net charge: +1

Löwdin population analysis, charges in e, atoms 1 to 6: number 1, C, carries -0.2192; number 2, H, carries 0.0013; number 3, H, carries 0.0589; number 4, H, carries 0.0569; number 5, H, carries 0.0701; number 6, H, carries 0.1337

---

The calculation returns the following ΔE to the lowest compared entry with this formula, charge and spin values, one per record and in order: 0.490; 1.736; 2.692; 4.300; 0.000 eV.
The calculation returns the following energy values, one per record and in order: -7514.67909; -1043.36277; -272.61905; -739.29326; -5766.62019 hartree.